[1]
46
Properties=species:S:1:pos:R:3:forces:R:3 method="wB97M-V/def2-TZVPD" gap_ev=6.336 e_above_lowest_kj_mol=2.6 total_charge=-1
Se 2.022 0.058 2.545 0.282 0.008 0.170
Se 2.792 -0.070 -1.723 0.223 0.004 0.009
Ca 0.644 -0.236 0.159 0.442 0.476 -0.181
O -1.525 -0.273 1.024 -0.290 -0.085 0.178
O -4.598 -5.301 2.808 -0.129 -0.014 -0.028
O 4.674 1.848 2.169 -0.124 -0.103 -0.271
O 0.135 -2.352 0.033 -0.446 -0.812 0.001
O -3.578 -6.962 1.892 -0.118 -0.038 -0.041
O 0.243 2.031 -0.373 -0.209 0.193 -0.115
O 6.154 -1.990 1.132 -0.027 0.215 -0.005
N -3.708 -5.771 2.121 0.679 0.356 -0.093
C -2.703 -4.854 1.559 -0.560 -0.556 0.230
C 3.586 -0.921 1.773 0.075 0.102 -0.113
C 4.553 -0.197 0.786 -0.246 -0.071 -0.064
C 0.772 3.068 -0.740 -0.014 -0.411 0.169
C -2.809 -3.516 1.809 0.182 0.210 -0.080
C 5.979 -0.563 1.189 0.077 -0.272 0.006
C -2.117 -1.231 1.515 0.269 -0.033 -0.232
C 1.200 3.213 -2.161 -0.025 0.084 0.001
C -0.721 -4.531 0.248 -0.082 -0.123 0.114
C 4.367 -0.672 -0.675 -0.007 0.015 0.167
C -0.762 -3.119 0.489 0.264 0.344 -0.155
C -1.660 -5.370 0.771 0.191 0.001 -0.135
C 1.045 4.147 0.262 0.089 0.144 -0.092
C -1.865 -2.633 1.271 -0.448 0.081 0.302
C 4.456 1.324 0.857 0.113 0.144 0.170
H 5.217 1.768 0.206 0.006 -0.006 -0.003
H -2.955 -1.028 2.202 -0.081 -0.006 0.004
H 6.169 -0.198 2.201 -0.013 0.030 0.034
H 4.158 -1.242 2.640 -0.034 0.004 0.043
H 0.395 2.893 -2.822 0.009 -0.005 -0.002
H 0.099 -4.905 -0.349 -0.006 0.005 -0.007
H 2.019 2.485 -2.279 0.031 0.094 -0.034
H 1.530 4.220 -2.411 0.023 -0.020 -0.003
H -3.625 -3.141 2.413 -0.003 -0.016 -0.008
H 2.015 4.609 0.075 0.001 -0.041 0.035
H 4.365 -1.760 -0.670 -0.027 -0.014 -0.055
H 0.998 3.728 1.263 0.011 0.023 0.025
H -1.615 -6.435 0.593 -0.024 0.005 0.016
H 3.480 1.625 0.475 -0.031 0.022 0.010
H 6.687 -0.080 0.504 0.012 0.030 -0.020
H 3.228 -1.835 1.299 -0.086 0.016 0.004
H 3.854 1.619 2.647 0.058 0.008 0.079
H 0.288 4.929 0.149 0.004 -0.024 0.000
H 6.988 -2.198 1.558 0.033 -0.028 0.029
H 5.247 -0.364 -1.244 -0.047 0.062 -0.059

***

[2]
41
Properties=species:S:1:pos:R:3:forces:R:3 method="wB97M-V/def2-TZVPD" gap_ev=4.483 total_charge=-1
La 0.644 -0.904 0.145 -2.044 -0.874 2.126
Se 0.018 -2.489 2.815 -0.388 -0.076 0.338
Cl 0.572 -3.242 -1.096 -0.079 -1.326 -0.251
Cl 1.257 1.398 1.486 0.140 0.765 0.917
N -1.506 -0.681 4.469 -0.036 -0.086 -0.328
N 0.625 -0.232 4.472 -0.462 -0.243 -0.233
C 0.687 1.134 6.580 -0.539 0.245 0.052
C -0.530 -0.115 -4.317 0.302 0.000 0.093
C 2.124 -0.169 -1.337 1.447 0.821 -1.884
C 0.053 0.527 5.497 0.444 -0.802 0.187
C -0.107 1.415 7.701 0.032 -0.001 -0.447
C 2.053 -0.319 4.232 0.207 0.163 -0.177
C -1.820 -0.072 -3.511 -0.050 0.017 0.431
C -2.095 0.469 6.627 -0.008 0.553 0.218
C -0.315 -1.034 3.880 0.244 0.773 1.217
C 0.818 0.262 -2.182 2.615 0.915 -2.887
C 0.650 -0.609 -3.475 -0.175 0.145 0.733
C -0.410 0.562 -1.477 -2.268 -1.198 2.361
C -1.304 0.218 5.517 0.163 -0.751 0.044
C -1.671 0.799 -2.246 -0.108 0.162 -0.233
C -1.477 1.088 7.725 -0.046 -0.025 -0.370
H 2.658 0.743 -1.048 0.177 -0.320 -0.263
H 2.569 -0.011 5.144 -0.009 -0.203 -0.147
H -0.290 0.901 -4.653 -0.063 0.015 -0.132
H -2.643 0.310 -4.125 0.009 0.023 -0.008
H -0.231 1.292 -0.657 -0.286 0.195 -0.751
H 2.723 -0.905 -1.883 0.043 0.415 -0.168
H -1.716 1.860 -2.535 -0.156 0.205 -0.417
H -3.145 0.170 6.608 0.312 0.117 0.274
H 2.320 0.346 3.403 -0.037 -0.113 0.161
H -0.650 -0.747 -5.206 0.001 0.108 0.026
H 1.106 1.253 -2.574 0.581 -0.014 -0.367
H 2.308 -1.348 3.961 -0.074 0.169 0.159
H 0.344 1.884 8.575 -0.114 -0.122 -0.223
H -2.381 -1.150 4.266 0.458 0.090 -0.033
H -2.539 0.640 -1.596 -0.026 0.055 -0.125
H -2.095 -1.096 -3.228 0.096 0.062 0.092
H 1.753 1.339 6.526 -0.253 0.032 0.270
H 1.585 -0.539 -4.043 -0.096 0.007 0.056
H -2.055 1.309 8.623 0.118 -0.088 -0.276
H 0.519 -1.665 -3.205 -0.074 0.188 -0.037